{"formula": "C3H5Br", "method": "wB97M-V/def2-TZVPD", "homo_lumo_gap_ev": [9.749, 8.242], "largest_force_ev_per_a": 2.79, "e_above_lowest_kcal_mol": 113.9, "lumo_ha": [-0.0165, -0.0178], "symbols": ["C", "C", "C", "Br", "H", "H", "H", "H", "H"], "xyz": [[0.139, 0.911, -0.103], [-0.673, -0.271, -0.598], [0.153, -0.336, 0.601], [-0.492, -0.919, 2.350], [1.039, 1.162, -0.574], [-0.247, 1.738, 0.360], [-1.766, -0.120, -0.526], [-0.240, -0.647, -1.455], [2.087, -1.516, -0.054]], "atomic_forces_ev_per_a": [[0.8312, -0.5837, 0.2728], [-1.2762, 1.4501, 1.1274], [0.1566, -2.4566, 1.3089], [0.5727, 0.7358, -1.2883], [1.1349, 0.1690, -0.9740], [-1.5241, 1.8809, 1.0507], [0.7411, -0.5639, -0.0936], [0.2391, -1.1527, -1.7831], [-0.8753, 0.5212, 0.3792]]}